No. 1
DFT (ωB97M-V/def2-TZVPD) results for the molecule C2H3BrN2O2 in a non-equilibrium geometry.

For the energy above the lowest of the compared OMol25 structures with the same formula, charge and spin, the calculation gives 38.9 kcal per mole. Its SMILES is O=[N+]([O-])N1C[C@@H]1Br. Its largest force on an atom is 3.830 eV/Å.

CARTESIAN COORDINATES (ANGSTROEM)
C 0.23438 0.29811 0.08667
C 0.41067 -0.88767 -0.83837
N 0.28117 0.71030 -1.27856
N -0.92946 1.09610 -1.84762
O -1.51534 1.99448 -1.25839
O -1.26970 0.51639 -2.80403
Br 2.08748 -1.69641 -0.90262
H -0.64885 0.61242 0.85998
H 1.09299 0.41712 0.66626
H -0.42548 -1.32674 -1.37253

=====

No. 2
DFT (ωB97M-V/def2-TZVPD) results for the molecule C2H3BrN2S in a non-equilibrium geometry.

For the energy above the lowest of the compared OMol25 structures with the same formula, charge and spin, the calculation gives 48.9 kcal per mole. Its largest force on an atom is 3.433 eV/Å.

CARTESIAN COORDINATES (ANGSTROEM)
C -0.47942 -0.94274 -0.25919
C -1.24420 -0.00214 0.33979
N 0.84434 -1.23131 0.08891
N 1.47461 1.18129 -0.28204
S 1.94185 -0.17146 0.13759
Br -3.01442 0.31058 -0.03994
H -0.94086 -1.37102 -1.11228
H -0.78261 0.35820 1.28739
H 2.20071 1.86861 -0.16022

=====

No. 3
DFT (ωB97M-V/def2-TZVPD) results for the molecule C2H3BrN2S in a non-equilibrium geometry.

For the energy above the lowest of the compared OMol25 structures with the same formula, charge and spin, the calculation gives 27.6 kcal per mole. Its SMILES is Br[C@@H]1N=CSN1. Its largest force on an atom is 5.170 eV/Å.

CARTESIAN COORDINATES (ANGSTROEM)
C -0.36400 1.30271 -0.69132
C 0.82470 -0.47100 0.12314
N 0.80538 0.83639 -0.37755
N -0.60540 -1.08407 -0.29845
S -1.59076 0.11605 -0.61697
Br 0.89630 -0.35737 2.22364
H -0.72224 2.35115 -0.81384
H 1.78436 -1.12056 -0.04006
H -1.02834 -1.57330 0.49141

=====

No. 4
DFT (ωB97M-V/def2-TZVPD) results for the molecule C2H3BrN4 in a non-equilibrium geometry.

For the energy above the lowest of the compared OMol25 structures with the same formula, charge and spin, the calculation gives 83.7 kcal per mole. Its largest force on an atom is 5.431 eV/Å.

CARTESIAN COORDINATES (ANGSTROEM)
C 0.88986 0.30909 0.05807
C -1.45367 -0.09126 -0.06317
N 1.17681 -0.85754 -0.09170
N -1.19406 -1.26157 -0.14311
N -0.09747 -1.86943 -0.19175
N 1.14418 1.55017 0.07943
Br -3.11694 0.78136 -0.18885
H 0.18685 -2.68640 0.35658
H 0.38600 2.19459 0.18897
H 2.07844 1.93100 -0.00448

=====

Q: What is the energy above the lowest of the compared OMol25 structures with the same formula, charge and spin in the first record?
A: 38.9 kcal per mole

=====

Q: Which formula does entry 2 have?
A: C2H3BrN2S

=====

Q: The highest energy above the lowest of the compared OMol25 structures with the same formula, charge and spin belongs to which entry?
A: C2H3BrN4

=====

Q: Which of these has the highest energy above the lowest of the compared OMol25 structures with the same formula, charge and spin?
A: C2H3BrN4